Record 1
98
Properties=species:S:1:pos:R:3:lowdin_charge:R:1 method="wB97M-V/def2-TZVPD" e_homo_ha=-0.33571 e_tot_ha=-1849.69568 homo_lumo_gap_ev=9.205
C 25.6280 12.3960 4.4660 -0.056
C 26.2580 12.7490 5.7960 -0.276
O 27.6530 12.5660 5.7420 -0.112
H 25.9420 13.0170 3.6590 0.067
H 24.5860 12.4700 4.5240 0.054
H 25.9750 11.3730 4.1850 0.066
H 25.8550 12.1020 6.5790 0.092
H 26.0280 13.7450 6.0810 0.110
H 28.0970 13.3360 5.3180 0.132
C 28.5040 4.4870 5.9800 -0.077
C 28.0410 5.0370 4.6600 -0.272
O 28.8920 6.1920 4.4850 -0.140
H 28.2550 3.4770 6.2340 0.075
H 28.0240 5.0270 6.7620 0.037
H 29.5850 4.5890 6.0470 0.083
H 26.9710 5.3550 4.7740 0.094
H 28.1750 4.3480 3.8390 0.114
H 29.8230 5.8720 4.3560 0.130
C 29.6700 10.7370 9.1350 -0.087
C 28.8330 11.9460 8.8870 -0.323
O 27.5130 11.5750 9.1610 -0.099
H 29.3830 10.1040 8.3630 0.026
H 29.4840 10.3750 10.1540 0.089
H 30.7260 10.9350 9.1090 0.077
H 28.9300 12.3510 7.8980 0.088
H 29.0610 12.7850 9.5310 0.110
H 27.2640 11.1080 8.3520 0.007
C 25.5440 7.0660 1.8160 -0.093
C 25.7560 7.0810 3.2410 -0.360
O 25.5520 8.3770 3.7450 -0.064
H 25.5820 6.0600 1.3780 0.097
H 26.2450 7.7030 1.3560 0.045
H 24.5700 7.4000 1.5310 0.080
H 26.7970 6.7410 3.3180 0.088
H 25.0100 6.3500 3.6950 0.136
H 26.1730 8.4600 4.4550 0.007
C 30.3300 7.2740 9.9330 -0.069
C 29.3340 7.0930 8.7860 -0.306
O 30.0600 6.7170 7.6110 -0.081
H 30.7880 6.3030 10.1620 0.081
H 29.8430 7.7460 10.7630 0.054
H 31.0720 7.9830 9.5460 0.069
H 28.7460 8.0260 8.6930 0.082
H 28.6720 6.3010 9.1100 0.098
H 30.1090 7.3980 6.9560 0.017
C 27.3360 10.6240 1.8110 -0.082
C 28.3890 9.6500 1.5500 -0.273
O 28.7770 9.1630 2.8430 -0.098
H 26.5250 10.0900 2.2420 0.061
H 27.0010 11.1140 0.9720 0.073
H 27.5380 11.3290 2.5700 0.051
H 29.2300 10.1540 1.1070 0.095
H 28.0840 8.8250 0.8030 0.144
H 29.4530 8.5280 2.6280 0.104
C 27.3320 9.1980 6.1600 -0.554
O 26.9430 9.8120 7.3090 -0.078
N 27.2590 7.9430 5.9230 0.207
N 27.8700 9.9400 5.1790 0.154
H 26.9580 7.3080 6.6990 0.103
H 27.7770 7.4400 5.2060 0.081
H 27.8600 10.9420 5.4120 0.067
H 28.2000 9.6880 4.1890 0.083
C 23.4950 9.6740 6.1280 -0.167
O 22.7480 10.5820 5.3590 -0.104
H 24.3010 10.1630 6.5330 0.018
H 23.8640 8.9010 5.5060 0.055
H 22.9450 9.2210 6.9750 0.089
H 22.1700 10.0540 4.7640 0.099
C 25.2790 5.9670 7.4170 -0.122
O 25.8690 7.0530 8.0080 -0.145
H 25.3160 6.0560 6.3270 0.068
H 24.2830 5.8150 7.7880 0.100
H 26.0150 5.1460 7.5460 0.098
H 25.1840 7.6260 8.3400 0.101
C 24.4090 11.0220 9.3000 -0.203
O 23.1830 11.1270 9.9170 -0.093
H 24.3880 11.5900 8.3200 0.082
H 24.7520 10.0100 9.0650 0.058
H 25.1210 11.5900 9.9810 0.105
H 22.5630 10.5700 9.4780 0.057
C 27.0500 8.6870 10.6730 -0.130
O 26.5900 7.3100 10.5440 -0.122
H 27.7140 9.0260 11.4690 0.084
H 26.1600 9.2040 10.8810 0.047
H 27.4650 9.1440 9.7820 0.034
H 26.3840 7.0660 9.6470 -0.005
C 31.1630 9.7600 6.1780 -0.123
O 30.2900 8.8280 5.5800 -0.154
H 31.4900 9.4260 7.1140 0.050
H 30.5450 10.6060 6.4140 0.071
H 32.0320 9.9370 5.5360 0.090
H 29.3820 9.1570 5.4120 0.011
C 30.3380 11.9820 3.1120 -0.130
O 30.0300 13.0610 2.1780 -0.105
H 29.4600 11.6650 3.6220 0.027
H 30.9820 12.3590 3.9450 0.094
H 30.8670 11.1280 2.6330 0.092
H 29.8280 12.7120 1.3340 0.039


Record 2
9
Properties=species:S:1:pos:R:3:nbo_charge:R:1 method="wB97M-V/def2-TZVPD" e_homo_ha=-0.13478 total_charge=-1 e_tot_ha=-283.90636 smiles="CNC(=O)[O-]" homo_lumo_gap_ev=8.103
C -1.0003 0.2581 -0.2828 -0.418
N -0.0576 -0.1432 0.7360 -0.702
C 1.2264 -0.5111 0.1618 0.850
O 2.2068 0.1450 0.5823 -0.813
O 1.2280 -1.3703 -0.7397 -0.798
H -0.7312 1.1797 -0.8159 0.148
H -0.9725 -0.5045 -1.0607 0.221
H -2.0464 0.3364 0.0473 0.159
H 0.1467 0.6099 1.3717 0.353


Record 3
15
Properties=species:S:1:pos:R:3:mulliken_spin:R:1 method="wB97M-V/def2-TZVPD" e_homo_ha="-0.15207 / -0.15173" spin_multiplicity=2 total_charge=-1 e_tot_ha=-760.03562 homo_lumo_gap_ev="7.354 / 5.453"
O -0.9227 -1.7843 1.5807 0.000
C -0.1118 -0.8489 1.9218 0.000
N 0.2562 0.2136 1.2701 0.003
C -0.2457 0.3881 -0.1005 0.018
C 0.3291 1.7471 -0.5289 -0.047
S -0.5759 2.5879 -1.8273 0.965
C 0.2362 -0.6651 -1.0604 0.006
O -0.1187 -1.9936 -0.7077 0.007
H 0.3600 -0.9756 2.9112 0.000
H -0.5356 -1.9901 0.2014 -0.001
H -1.3390 0.3849 -0.0432 -0.002
H 1.4023 1.6663 -0.7816 -0.012
H 0.1620 2.3564 0.3620 0.062
H -0.2158 -0.4508 -2.0340 0.002
H 1.3195 -0.6358 -1.1636 -0.003